C18H20AgN4O2S2 | the ωB97M-V functional and the def2-TZVPD basis

Positions of all 47 atoms, in Å:
Ag: 0.088 0.297 1.008
C: -2.785 -1.514 1.020
N: -2.054 -0.895 -0.075
C: -1.858 -1.837 -1.156
C: -2.758 0.302 -0.527
C: -2.587 1.482 0.409
C: -3.733 2.173 0.795
C: -3.653 3.297 1.607
C: -2.400 3.738 2.002
C: -1.262 3.042 1.598
C: -1.298 1.893 0.799
H: -3.765 -1.896 0.685
H: -2.945 -0.783 1.814
H: -2.207 -2.346 1.431
H: -2.816 -2.193 -1.579
H: -1.306 -2.706 -0.789
H: -1.279 -1.371 -1.954
H: -3.833 0.074 -0.644
H: -2.376 0.578 -1.513
H: -4.709 1.809 0.480
H: -4.552 3.805 1.937
H: -2.303 4.617 2.634
H: -0.296 3.440 1.904
N: 2.156 2.195 8.216
C: 1.322 1.505 7.324
C: 0.903 2.116 6.140
C: 0.046 1.460 5.278
C: -0.406 0.182 5.594
C: 0.006 -0.438 6.764
C: 0.867 0.225 7.629
S: -1.451 -0.658 4.437
O: -2.568 0.204 4.172
O: -1.721 -1.968 4.998
N: -0.550 -0.723 3.128
C: 0.347 -1.694 2.890
S: 0.682 -3.130 3.875
C: 1.911 -3.610 2.752
C: 1.978 -2.723 1.742
N: 1.120 -1.650 1.806
H: 2.723 2.912 7.796
H: 2.681 1.608 8.841
H: 1.261 3.111 5.900
H: -0.280 1.920 4.350
H: -0.348 -1.440 6.973
H: 1.197 -0.254 8.546
H: 2.497 -4.503 2.902
H: 2.647 -2.798 0.895

Summary:
E_LUMO (eV): 2.719
Total energy (Ha): -2010.79013
Multiplicity: 1
Total charge: -1